[1]
{"formula": "C4H15NO2", "method": "ωB97M-V with the def2-TZVPD basis set", "elements": ["C", "N", "C", "C", "C", "H", "H", "H", "H", "H", "H", "H", "H", "H", "H", "H", "H", "H", "O", "H", "H", "O"], "coordinates": [[2.1724, 0.1711, 0.0980], [0.9513, 0.5513, -0.5726], [1.0252, 0.9914, -2.0602], [-0.4325, 1.4950, -2.2633], [1.7045, -0.0093, 1.5568], [2.9063, 0.8393, 0.0725], [2.4762, -0.8927, -0.3107], [0.4122, 1.0630, 0.0129], [1.3584, 0.2997, -2.8145], [1.6767, 1.9199, -2.0137], [-0.7592, 2.0261, -3.1355], [-0.7436, 2.1427, -1.4408], [-1.1818, 0.5960, -2.1982], [1.2655, 0.9522, 1.9464], [0.9349, -0.7899, 1.6279], [2.4956, -0.2113, 2.2910], [-4.2157, -2.1113, 3.3048], [-4.5871, -1.3941, 2.0423], [-4.3179, -1.2383, 2.9379], [-0.3817, -2.5377, 0.5258], [-1.5999, -1.8956, -0.2155], [-1.1598, -1.9676, 0.6088]], "nbo_charge": [-0.1962, -0.6435, -0.2199, -0.6148, -0.6173, 0.1603, 0.1635, 0.3585, 0.2026, 0.1686, 0.2126, 0.2024, 0.1976, 0.1935, 0.2231, 0.2077, 0.4658, 0.4643, -0.9302, 0.4727, 0.4709, -0.9421], "lumo_ev": 0.76, "homo_lumo_gap_ev": 9.14, "total_charge": 0, "e_homo_ev": -8.380, "total_energy_ev": -9974.6851}

---

[2]
{"formula": "C4H15NO2", "method": "ωB97M-V with the def2-TZVPD basis set", "elements": ["C", "C", "C", "C", "N", "H", "H", "H", "H", "H", "H", "H", "H", "H", "H", "H", "H", "H", "O", "H", "H", "O"], "coordinates": [[3.0340, -0.1274, -1.2416], [1.6520, 0.4612, -0.8421], [0.9556, 0.9339, -2.1349], [-0.4097, 1.6018, -1.7638], [0.8743, -0.6426, -0.2490], [3.7239, -0.3815, -0.4420], [2.8734, -0.9926, -1.8862], [3.5171, 0.6049, -1.8994], [1.8455, 1.2617, -0.1382], [1.5698, 1.7274, -2.5492], [0.7636, 0.1277, -2.8415], [-0.9943, 1.7462, -2.6659], [-0.9201, 0.9886, -1.0221], [-0.1265, 2.4953, -1.2059], [-0.0121, -0.7487, -0.6834], [0.7516, -0.5385, 0.7487], [-3.4309, 0.0002, 1.8866], [-4.4515, 0.8695, 1.1472], [-3.8817, 0.8438, 1.9235], [-0.3533, -2.3847, 3.3462], [-1.6085, -2.8528, 4.1434], [-1.2240, -2.7490, 3.2775]], "nbo_charge": [-0.6024, -0.0516, -0.4024, -0.6098, -0.8517, 0.2074, 0.2079, 0.1909, 0.1775, 0.2054, 0.2024, 0.2109, 0.1957, 0.2048, 0.3560, 0.3586, 0.4721, 0.4684, -0.9403, 0.4727, 0.4742, -0.9467], "lumo_ev": 0.59, "homo_lumo_gap_ev": 9.65, "total_charge": 0, "e_homo_ev": -9.057, "total_energy_ev": -9975.9801}

---

[3]
{"formula": "C4H15NO2S", "method": "ωB97M-V with the def2-TZVPD basis set", "elements": ["C", "N", "C", "C", "S", "C", "H", "H", "H", "H", "H", "H", "H", "H", "H", "H", "H", "H", "H", "O", "H", "H", "O"], "coordinates": [[-1.1737, -0.8698, -0.4657], [-0.0036, -0.0841, -0.0420], [0.7783, 0.2964, -1.2065], [1.8195, 1.3908, -0.8150], [1.9556, 2.6574, -2.1486], [-1.8056, -1.6826, 0.6475], [-1.0059, -1.4893, -1.3495], [-1.9303, -0.0977, -0.6644], [0.5620, -0.5682, 0.6415], [1.1488, -0.5505, -1.7901], [0.1358, 0.8452, -1.9024], [2.8550, 1.0694, -0.7478], [1.4594, 1.9502, 0.0419], [0.7126, 3.1387, -2.1142], [-1.1666, -2.4562, 1.0758], [-2.7275, -2.1354, 0.2784], [-2.0953, -1.0758, 1.5097], [1.6917, -2.8695, 1.6987], [1.7464, -1.8346, 2.8615], [1.8037, -1.9271, 1.8877], [-2.2442, 2.1480, 1.2813], [-0.9868, 1.6864, 0.6112], [-1.5292, 2.4581, 0.7112]], "nbo_charge": [-0.2228, -0.6699, -0.2359, -0.5010, -0.0707, -0.6127, 0.1746, 0.1917, 0.3885, 0.1786, 0.1959, 0.2232, 0.2298, 0.1209, 0.1974, 0.2157, 0.2042, 0.4774, 0.4806, -0.9505, 0.4602, 0.4838, -0.9588], "lumo_ev": 0.42, "homo_lumo_gap_ev": 9.19, "total_charge": 0, "e_homo_ev": -8.770, "total_energy_ev": -20811.2817}

---

[4]
{"formula": "C4H15NO2S", "method": "ωB97M-V with the def2-TZVPD basis set", "elements": ["C", "C", "C", "C", "S", "N", "H", "H", "H", "H", "H", "H", "H", "H", "H", "H", "H", "H", "H", "O", "H", "H", "O"], "coordinates": [[1.5518, 1.8027, -0.0771], [0.6247, 0.6675, -0.4110], [0.2426, 0.5925, -1.8669], [-0.6062, -0.6493, -2.1651], [-2.1020, -0.7087, -1.1229], [0.9877, -0.5233, 0.1900], [1.0817, 2.7716, -0.2328], [1.7840, 1.7767, 0.9905], [2.4546, 1.5897, -0.6452], [-0.5985, 0.9860, -0.0683], [1.1490, 0.6087, -2.4819], [-0.2689, 1.5113, -2.1794], [0.0560, -1.4687, -1.8595], [-0.7717, -0.7974, -3.2290], [-1.2232, 1.2289, 0.3792], [0.2562, -1.2302, 0.0814], [0.9921, -0.2887, 1.1853], [-1.9035, -2.5475, 2.0007], [-1.7532, -1.8680, 0.6336], [-1.2374, -2.1397, 1.4379], [-0.3785, -1.1353, 2.7681], [-0.3778, 0.3384, 3.2779], [0.0404, -0.5174, 3.3943]], "nbo_charge": [-0.6513, 0.2967, -0.4762, -0.5252, -0.5138, -0.7437, 0.2334, 0.2217, 0.2483, -0.0430, 0.2514, 0.2282, 0.1878, 0.2228, 0.3016, 0.4228, 0.3970, 0.4787, 0.4990, -1.0254, 0.5003, 0.4613, -0.9726], "lumo_ev": -1.44, "homo_lumo_gap_ev": 6.11, "total_charge": 0, "e_homo_ev": -7.551, "total_energy_ev": -20808.1729}

---

[5]
{"formula": "C4H15NO2S", "method": "ωB97M-V with the def2-TZVPD basis set", "elements": ["C", "C", "C", "C", "S", "N", "H", "H", "H", "H", "H", "H", "H", "H", "H", "H", "H", "H", "H", "O", "H", "H", "O"], "coordinates": [[0.7893, -2.6537, -1.6306], [0.6722, -1.5618, -0.5794], [0.9193, -2.0557, 0.8750], [1.8685, -1.0803, 1.5735], [0.9127, 0.3619, 2.1786], [-0.6047, -0.8573, -0.6406], [0.5050, -2.3551, -2.6546], [0.2365, -3.5427, -1.3642], [1.8253, -2.8493, -1.9065], [1.4622, -0.8388, -0.7918], [0.0089, -2.3424, 1.3855], [1.6178, -2.9013, 0.7298], [2.3292, -1.5076, 2.4654], [2.6610, -0.7782, 0.8967], [1.0055, 1.2219, 1.1694], [-1.0536, -0.7061, -1.5299], [-1.2551, -1.0611, 0.1021], [1.3466, 3.6279, -0.7329], [-0.0206, 3.1844, -0.7016], [0.7744, 2.9811, -1.1770], [-5.0479, 3.3631, -2.7125], [-5.9474, 2.6055, -1.8021], [-5.2207, 3.2611, -1.7636]], "nbo_charge": [-0.6269, -0.0413, -0.4162, -0.4933, -0.0846, -0.8681, 0.2099, 0.2061, 0.2077, 0.1671, 0.2169, 0.2055, 0.2205, 0.2211, 0.1366, 0.3701, 0.3670, 0.4611, 0.4646, -0.9239, 0.4646, 0.4649, -0.9294], "lumo_ev": 0.67, "homo_lumo_gap_ev": 8.99, "total_charge": 0, "e_homo_ev": -8.312, "total_energy_ev": -20810.8645}

---

[6]
{"formula": "C4H15NO3", "method": "ωB97M-V with the def2-TZVPD basis set", "elements": ["C", "C", "C", "N", "C", "H", "H", "H", "H", "H", "H", "H", "H", "H", "H", "H", "O", "H", "H", "O", "H", "H", "O"], "coordinates": [[-1.7290, 0.8253, 0.4136], [-0.6338, 1.2537, -0.4329], [0.1310, 0.3922, -1.2002], [-0.3390, -0.9553, -1.3768], [-0.3019, 2.7121, -0.4931], [-1.4791, -0.2444, 0.8058], [-1.9695, 1.3904, 1.3553], [-2.7549, 0.8087, -0.1371], [1.0175, 0.6226, -1.7447], [0.2109, -1.5324, -1.8906], [-0.7599, -1.5561, -0.6445], [-0.0325, 2.8310, -1.6830], [-1.0277, 3.6273, -0.3268], [0.5339, 3.1119, 0.0505], [1.1415, -1.5378, 1.5639], [2.5576, -1.0947, 1.4947], [2.0154, -1.8836, 1.4755], [2.5352, 0.1527, 0.0814], [2.9488, -1.1692, -0.5789], [3.0038, -0.1896, -0.6884], [-1.2718, -2.7846, 1.9329], [-2.2650, -2.0576, 0.9663], [-1.5317, -2.7229, 1.0571]], "nbo_charge": [-0.8073, -0.1765, -0.0191, -0.8627, -0.6384, 0.1685, 0.2133, 0.1922, 0.2163, 0.3559, 0.4055, 0.1903, 0.2039, 0.2006, 0.4061, 0.3995, -1.1128, 0.4420, 0.4791, -0.9943, 0.3933, 0.4501, -1.1055], "lumo_ev": [3.68, 3.50], "homo_lumo_gap_ev": [3.06, 7.76], "total_charge": -1, "e_homo_ev": [0.618, -4.252], "spin_multiplicity": 2, "total_energy_ev": -12021.1721}

---

So what do the calculations give for energy relative to the best compared isomer or geometry (same formula, charge and spin)? Going down the list: 2.401 1.106 0.593 3.702 1.010 2.117 eV.